Molecular formula: C3H5N3O
Method: DFT, ωB97M-V with the def2-TZVPD basis set

Values from the calculation:
E_tot ... -9704.728 eV
Energy above the lowest of the compared OMol25 structures with the same formula, charge and spin ... 565.0 kJ/mol
Orbital gap ... 0.3767 hartree

Last column: Löwdin charge in e.
CARTESIAN COORDINATES (ANGSTROEM)
H (2.184, -0.498, -0.656)  0.08
H (-3.314, -0.130, 0.048)  0.15
H (2.217, 1.313, -0.053)  0.16
H (1.855, -0.422, 1.052)  0.14
N (-0.248, 1.377, 0.074)  0.13
H (0.498, -1.530, -0.211)  0.08
C (0.407, 0.356, 0.013)  -0.52
O (-1.265, -0.984, 0.343)  -0.10
N (-1.735, 1.210, -0.162)  0.08
C (-2.172, 0.024, -0.035)  -0.18
N (-0.198, -0.910, -0.477)  0.03
C (1.770, 0.194, 0.064)  -0.05

Molecular formula: C3H5N3O
Method: DFT, ωB97M-V with the def2-TZVPD basis set

Values from the calculation:
E_tot ... -9707.523 eV
Energy above the lowest of the compared OMol25 structures with the same formula, charge and spin ... 295.3 kJ/mol
Orbital gap ... 0.3492 hartree

Last column: Löwdin charge in e.
CARTESIAN COORDINATES (ANGSTROEM)
H (-0.085, 1.755, 0.938)  0.26
C (-0.481, -1.269, -0.122)  -0.10
C (0.891, 0.458, -1.266)  -0.09
H (0.998, -0.418, -1.984)  0.09
H (0.790, 1.425, -1.981)  0.12
O (-1.418, 0.091, 2.777)  0.02
C (-0.797, -0.198, 1.731)  -0.57
N (-0.113, 0.582, 0.881)  0.05
N (-0.872, -1.449, 1.112)  0.15
H (-0.519, -1.814, -1.123)  0.15
H (1.799, 0.729, -0.575)  0.11
N (-0.194, 0.107, -0.389)  -0.20

Molecular formula: C3H5N3O
Method: DFT, ωB97M-V with the def2-TZVPD basis set

Values from the calculation:
E_tot ... -9708.390 eV
Energy above the lowest of the compared OMol25 structures with the same formula, charge and spin ... 211.6 kJ/mol
Orbital gap ... 0.3650 hartree

Last column: Löwdin charge in e.
CARTESIAN COORDINATES (ANGSTROEM)
C (0.530, 0.345, -0.027)  -0.27
H (-2.258, 0.166, -0.127)  0.09
H (2.683, -0.145, -0.363)  0.13
H (0.505, 2.216, 0.717)  0.09
C (1.657, -0.401, -0.135)  -0.06
N (0.052, -1.838, 0.392)  0.10
N (-1.805, -0.401, 0.578)  0.11
O (1.404, -1.686, 0.134)  -0.05
C (-0.460, -0.637, 0.311)  -0.37
N (0.397, 1.746, -0.175)  0.08
H (-0.514, 1.993, -0.537)  0.07
H (-2.311, -1.271, 0.699)  0.09

Molecular formula: C3H5N3O
Method: DFT, ωB97M-V with the def2-TZVPD basis set

Values from the calculation:
E_tot ... -9708.324 eV
Energy above the lowest of the compared OMol25 structures with the same formula, charge and spin ... 218.1 kJ/mol
Orbital gap ... 0.3848 hartree

Last column: Löwdin charge in e.
CARTESIAN COORDINATES (ANGSTROEM)
N (0.530, -0.746, 1.070)  0.10
H (2.424, 0.743, -0.961)  0.15
H (-1.721, 1.255, -1.083)  0.08
N (1.699, 0.425, -0.339)  0.01
H (2.315, -1.556, 0.302)  0.12
N (0.526, 1.100, -0.248)  0.09
C (1.652, -0.700, 0.407)  -0.17
H (-2.110, -0.563, 1.031)  0.12
C (-1.562, -0.115, 0.202)  -0.23
O (-2.343, 0.792, -0.504)  -0.04
H (-1.244, -0.952, -0.447)  0.13
C (-0.164, 0.318, 0.568)  -0.35

Molecular formula: C3H5N3O
Method: DFT, ωB97M-V with the def2-TZVPD basis set

Values from the calculation:
E_tot ... -9704.609 eV
Energy above the lowest of the compared OMol25 structures with the same formula, charge and spin ... 576.5 kJ/mol
Orbital gap ... 0.3562 hartree

Last column: Löwdin charge in e.
CARTESIAN COORDINATES (ANGSTROEM)
N (-1.274, 0.560, -0.158)  0.02
H (-1.756, -1.044, 0.941)  0.05
N (-2.209, -0.659, 0.093)  0.02
H (0.905, 2.026, -0.268)  0.12
H (-1.675, 1.385, 0.099)  0.10
O (1.559, -1.254, -0.109)  -0.06
H (-1.556, -1.308, -0.753)  0.17
N (0.195, -1.197, -0.227)  0.02
C (-0.108, 0.111, -0.223)  -0.51
H (2.963, 0.338, 0.676)  0.17
C (0.996, 0.968, -0.143)  0.00
C (1.961, 0.073, 0.074)  -0.10

Molecular formula: C3H5N3O
Method: DFT, ωB97M-V with the def2-TZVPD basis set

Values from the calculation:
E_tot ... -9704.545 eV
Energy above the lowest of the compared OMol25 structures with the same formula, charge and spin ... 582.7 kJ/mol
Orbital gap ... 0.3299 hartree

Last column: Löwdin charge in e.
CARTESIAN COORDINATES (ANGSTROEM)
H (-0.361, 2.443, 0.390)  0.10
C (1.218, -1.799, -0.266)  -0.07
N (-1.618, 0.974, 0.005)  0.03
N (-0.954, 1.788, 0.906)  0.01
O (-1.827, -1.104, -1.024)  0.15
C (-1.578, -0.135, -0.437)  -0.39
H (-1.665, 2.322, 1.404)  0.09
H (1.362, -2.840, -0.392)  0.09
N (1.428, -0.551, -1.040)  -0.02
H (0.642, -0.102, 1.168)  0.07
C (0.928, -0.713, 0.353)  -0.12
H (2.425, -0.283, -1.067)  0.06

Molecular formula: C3H5N3O
Method: DFT, ωB97M-V with the def2-TZVPD basis set

Values from the calculation:
E_tot ... -9701.415 eV
Energy above the lowest of the compared OMol25 structures with the same formula, charge and spin ... 884.7 kJ/mol
Orbital gap ... 0.2963 hartree

Last column: Löwdin charge in e.
CARTESIAN COORDINATES (ANGSTROEM)
H (-0.178, -2.186, 0.358)  0.29
N (0.158, -1.130, -0.490)  -0.02
C (-0.436, 0.035, -0.268)  -0.54
H (-3.456, -0.026, 1.060)  0.32
C (0.659, 1.005, -0.260)  -0.08
C (1.901, 0.051, 0.241)  -0.05
H (0.962, 1.475, -1.210)  0.11
N (1.503, -1.217, -0.047)  -0.02
H (0.279, 1.861, 0.492)  0.15
H (2.912, 0.340, 0.341)  0.07
N (-1.627, 0.332, -0.133)  -0.07
O (-2.676, -0.539, -0.083)  -0.17

Molecular formula: C3H5N3O
Method: DFT, ωB97M-V with the def2-TZVPD basis set

Values from the calculation:
E_tot ... -9703.534 eV
Energy above the lowest of the compared OMol25 structures with the same formula, charge and spin ... 680.2 kJ/mol
Orbital gap (alpha / beta) ... 0.2621 / 0.2620 hartree

Last column: Löwdin charge in e.
CARTESIAN COORDINATES (ANGSTROEM)
C (0.033, -1.769, 0.029)  -0.12
N (0.242, 0.408, 0.006)  0.03
H (-2.149, -1.628, 0.121)  0.16
N (-1.244, -1.179, 0.113)  0.12
H (-1.702, 1.902, 0.020)  0.13
O (-2.063, 1.015, 0.158)  0.11
H (0.159, -2.841, 0.026)  0.09
H (2.148, 1.063, 0.480)  -0.06
C (0.900, -0.724, -0.045)  -0.09
C (-1.039, 0.153, 0.085)  -0.44
N (2.080, 1.358, -0.494)  0.09
H (2.636, 2.241, -0.500)  -0.01

Molecular formula: C3H5N3O
Method: DFT, ωB97M-V with the def2-TZVPD basis set

Values from the calculation:
E_tot ... -9704.417 eV
Energy above the lowest of the compared OMol25 structures with the same formula, charge and spin ... 595.0 kJ/mol
Orbital gap ... 0.3716 hartree

Last column: Löwdin charge in e.
CARTESIAN COORDINATES (ANGSTROEM)
H (-2.582, 0.373, 1.001)  0.14
H (3.130, 0.049, 0.064)  0.15
H (-1.996, -0.975, -0.596)  0.11
C (-1.931, 0.045, -0.017)  -0.05
C (-0.502, 0.265, 0.157)  -0.62
H (-2.418, 0.962, -0.853)  0.16
O (0.077, -0.799, 0.545)  0.00
N (1.219, -0.913, -0.335)  0.09
N (1.451, 1.240, 0.326)  0.04
H (1.489, -1.807, -0.116)  0.11
C (1.986, 0.182, -0.012)  -0.26
N (0.077, 1.380, -0.165)  0.13

Molecular formula: C3H5N3O
Method: DFT, ωB97M-V with the def2-TZVPD basis set

Values from the calculation:
E_tot ... -9706.066 eV
Energy above the lowest of the compared OMol25 structures with the same formula, charge and spin ... 435.9 kJ/mol
Orbital gap ... 0.3290 hartree

Last column: Löwdin charge in e.
CARTESIAN COORDINATES (ANGSTROEM)
N (-0.155, 2.135, -1.261)  0.09
C (-1.051, 1.322, -0.673)  -0.37
H (0.782, 1.828, -1.001)  0.06
O (-1.158, -2.035, 0.774)  0.01
N (-1.824, 0.645, -0.130)  0.14
C (-0.485, -1.041, 1.297)  -0.11
N (1.419, -0.027, 0.076)  0.06
H (1.468, -1.793, 1.193)  0.11
C (0.879, -0.970, 0.751)  -0.26
H (2.423, -0.194, 0.008)  0.05
H (-0.285, 2.202, -2.264)  0.10
H (-2.014, -2.072, 1.231)  0.11

Molecular formula: C3H5N3O
Method: DFT, ωB97M-V with the def2-TZVPD basis set

Values from the calculation:
Multiplicity ... 3
E_tot ... -9702.289 eV
Energy above the lowest of the compared OMol25 structures with the same formula, charge and spin ... 239.6 kJ/mol
Orbital gap (alpha / beta) ... 0.2119 / 0.2851 hartree

Last column: Löwdin spin population.
CARTESIAN COORDINATES (ANGSTROEM)
N (-0.496, -0.033, 0.391)  0.60
H (-2.112, 0.410, 1.464)  0.00
N (-1.325, 0.848, 1.066)  0.10
H (1.268, -1.002, -1.570)  0.00
H (0.247, 0.771, -1.490)  0.00
H (2.187, -2.200, -0.609)  0.05
C (-0.405, 0.878, -0.670)  0.05
H (-2.071, 2.403, -0.049)  0.02
O (1.355, -1.412, 1.620)  0.20
C (-1.299, 1.670, -0.035)  0.40
C (1.125, -0.979, 0.551)  0.47
N (1.527, -1.356, -0.667)  0.10

Molecular formula: C3H5N3O2S2
Method: DFT, ωB97M-V with the def2-TZVPD basis set

Values from the calculation:
E_tot ... -33423.461 eV
Energy above the lowest of the compared OMol25 structures with the same formula, charge and spin ... 280.2 kJ/mol
Orbital gap (alpha / beta) ... 0.2756 / 0.2755 hartree

Last column: Löwdin charge in e.
CARTESIAN COORDINATES (ANGSTROEM)
C (-1.906, -0.895, 0.351)  -0.07
N (0.065, -1.175, -0.555)  -0.22
N (-0.554, -2.429, -0.448)  -0.60
N (-0.760, -0.287, 0.005)  0.06
C (2.256, 0.239, -0.095)  -0.09
H (2.376, -0.705, 0.382)  0.05
S (1.332, -0.460, -1.513)  0.57
O (2.168, -1.436, -2.064)  -0.28
S (0.303, -3.798, -0.719)  0.53
C (-1.752, -2.249, 0.157)  -0.09
H (1.674, 1.018, 0.473)  0.09
H (-2.657, -0.493, 0.870)  0.07
O (0.714, 0.431, -2.368)  -0.23
H (3.096, 0.653, -0.738)  0.09
H (-2.447, -3.029, 0.307)  0.12